Entry 1:
C4H4N2O2 in the gas phase at a distorted geometry. Source: the Open Molecules 2025 dataset; level of theory: ωB97M-V/def2-TZVPD.

Cartesian coordinates (Å):
C  0.509  1.228  1.130
C  0.802  0.267  0.032
C  -0.573  0.007  -1.500
C  -0.131  -1.071  0.473
H  -0.440  1.858  1.425
H  1.749  -0.280  0.272
H  -1.197  0.189  -2.340
H  -1.717  -1.407  -1.073
N  0.439  0.784  -1.221
N  -1.062  -0.850  -0.493
O  1.345  1.151  2.034
O  0.276  -1.876  1.260

Values from the calculation:
- ΔE to the lowest compared entry with this formula, charge and spin (kJ/mol) = 301.8
- frontier orbital gap (eV) = 9.896
- highest occupied orbital energy (eV) = -9.556
- net charge = 0
- E (eV) = -11285.4121
- structure (SMILES) = O=C[C@@H]1N=CNC1=O



Entry 2:
A molecular structure, C12H24BrIMgO12 at a distorted geometry. Source: the Open Molecules 2025 dataset; level of theory: ωB97M-V/def2-TZVPD.

Cartesian coordinates (Å):
Mg  1.176  -2.567  -0.374
I  1.879  -5.327  -4.225
Br  2.424  -4.632  3.207
C  -5.190  -2.852  2.578
O  -5.635  -3.704  1.500
C  -4.823  -4.069  0.482
O  -3.636  -3.757  0.279
O  -5.547  -4.912  -0.231
C  -5.019  -5.597  -1.348
H  -4.203  -3.116  2.959
H  -5.904  -3.111  3.360
H  -5.120  -1.769  2.474
H  -4.856  -4.895  -2.166
H  -5.664  -6.410  -1.681
H  -4.122  -6.124  -1.024
C  6.830  -0.488  -2.991
O  7.135  0.279  -1.842
C  6.391  0.236  -0.775
O  5.364  -0.457  -0.725
O  6.985  0.919  0.186
C  6.600  0.777  1.549
H  6.680  -1.537  -2.735
H  7.665  -0.457  -3.690
H  5.955  -0.157  -3.549
H  6.444  1.757  1.998
H  7.500  0.519  2.107
H  5.838  0.023  1.744
C  -0.364  2.200  5.778
O  -0.887  3.045  4.788
C  -0.828  2.707  3.509
O  -0.320  1.684  3.001
O  -1.531  3.614  2.750
C  -2.414  4.613  3.245
H  -0.760  1.188  5.692
H  -0.685  2.670  6.708
H  0.725  2.231  5.798
H  -3.148  4.221  3.949
H  -3.028  5.170  2.537
H  -1.810  5.446  3.605
C  0.845  3.403  -3.251
O  -0.430  3.048  -3.857
C  -0.844  1.787  -3.937
O  -0.361  0.860  -3.252
O  -1.916  1.768  -4.720
C  -2.580  0.566  -4.963
H  1.416  4.152  -3.800
H  1.498  2.531  -3.208
H  0.691  3.759  -2.233
H  -3.441  0.857  -5.564
H  -3.025  0.037  -4.121
H  -1.948  -0.125  -5.522

Values from the calculation:
- ΔE to the lowest compared entry with this formula, charge and spin (kJ/mol) = 953.1
- frontier orbital gap (eV) = 3.144
- highest occupied orbital energy (eV) = -7.896
- net charge = 0
- E (eV) = -120985.2823



Entry 3:
A molecular structure, C22H20Cl2N6RuS at a distorted geometry. Source: the Open Molecules 2025 dataset; level of theory: ωB97M-V/def2-TZVPD.

Cartesian coordinates (Å):
Ru  -0.020  0.329  -1.851
C  -3.182  -3.606  3.310
C  -2.358  -2.656  2.491
C  -1.260  -1.982  3.036
C  -0.497  -1.134  2.273
C  -0.807  -0.866  0.915
N  -0.054  -0.020  0.151
C  0.808  0.884  0.820
C  0.371  1.734  1.834
C  1.227  2.665  2.390
C  2.549  2.782  1.953
C  3.470  3.820  2.532
C  2.982  1.938  0.938
C  2.128  0.996  0.382
N  2.616  0.123  -0.629
C  3.867  -0.367  -0.789
C  3.881  -1.128  -1.930
C  2.573  -1.062  -2.426
N  1.816  -0.328  -1.622
C  -1.883  -1.602  0.364
C  -2.629  -2.469  1.140
N  -2.232  -1.451  -0.998
C  -3.468  -1.562  -1.531
C  -3.348  -1.535  -2.897
C  -1.978  -1.403  -3.125
N  -1.290  -1.358  -1.977
H  -3.145  -3.349  4.367
H  -2.804  -4.626  3.205
H  -4.224  -3.607  2.989
H  -0.991  -2.154  4.072
H  0.381  -0.672  2.701
H  -0.662  1.675  2.156
H  0.862  3.323  3.170
H  3.231  4.018  3.576
H  3.374  4.762  1.989
H  4.511  3.508  2.471
H  3.994  2.025  0.561
H  4.641  -0.148  -0.073
H  4.715  -1.663  -2.348
H  2.142  -1.513  -3.307
H  -3.423  -3.040  0.676
H  -4.337  -1.643  -0.898
H  -4.137  -1.595  -3.627
H  -1.446  -1.358  -4.062
S  0.558  -0.764  -6.251
C  0.365  -0.010  -4.849
N  0.215  0.546  -3.816
Cl  -2.361  1.699  -1.419
C  -1.491  3.256  -1.514
Cl  0.261  3.012  -1.337
H  -1.831  3.883  -0.701
H  -1.681  3.691  -2.485

Values from the calculation:
- ΔE to the lowest compared entry with this formula, charge and spin (kJ/mol) = 27.4
- frontier orbital gap (alpha / beta) (eV) = 7.047 / 5.310
- highest occupied orbital energy (alpha / beta) (eV) = -10.416 / -10.213
- net charge = +1
- multiplicity = 2
- E (eV) = -70535.0375